Version a
The following is a DFT calculation (ωB97M-V/def2-TZVPD) of a single C6H7N molecule.

The geometry in XYZ format:
```
14
C6H7N (ωB97M-V/def2-TZVPD)
H -0.8537 1.5323 -2.0025
N 0.0544 1.0296 -2.3216
C 0.3432 0.1571 -1.4743
C 1.2612 -0.7847 -0.8021
C 0.1298 -0.0430 -0.0888
C 0.3188 0.9999 0.9749
C -1.0772 -1.0404 0.5081
C -2.0526 -1.6187 0.9149
H 1.4162 -1.8721 -0.8011
H 2.1667 -0.2302 -0.4884
H 1.2043 1.6924 0.8742
H 0.3505 0.4390 1.9279
H -0.5605 1.6140 1.0843
H -2.7011 -1.8752 1.6946
```

Its total charge is 0. As for the spin multiplicity: 1. The HOMO energy is -9.4686 eV. The HOMO-LUMO gap is 10.3 eV. As for the SMILES: [H]/N=C1/C[C@]1(C)C#C.

Version b
The following is a DFT calculation (ωB97M-V/def2-TZVPD) of a single C6H7N molecule.

The geometry in XYZ format:
```
14
C6H7N (ωB97M-V/def2-TZVPD)
N -0.5601 3.1466 -0.6993
C -0.4213 2.1002 -0.2250
C -0.2434 0.7689 0.3613
C 1.1980 0.2123 0.2181
C 0.9556 -1.2732 0.1097
C -0.3184 -1.5559 -0.1488
C -1.1654 -0.3122 -0.2613
H -0.4809 0.8460 1.4284
H 1.6850 0.5944 -0.6888
H 1.8288 0.4955 1.0669
H 1.7561 -2.0022 0.1925
H -0.7207 -2.5517 -0.3086
H -1.3916 -0.0878 -1.3120
H -2.1218 -0.3811 0.2668
```

Its total charge is 0. As for the spin multiplicity: 1. The HOMO energy is -9.7992 eV. The HOMO-LUMO gap is 10.7 eV. As for the SMILES: N#CC1CC=CC1.

Version c
The following is a DFT calculation (ωB97M-V/def2-TZVPD) of a single C6H7N molecule.

The geometry in XYZ format:
```
14
C6H7N (ωB97M-V/def2-TZVPD)
C 0.7245 -2.0070 0.8229
C 0.3118 -0.8604 0.2757
C 0.9777 0.3411 -0.2558
C -0.3230 1.0915 0.1079
C -0.8175 2.0826 -0.8300
N -1.2007 2.8489 -1.6075
C -1.0833 -0.2747 0.1786
H 1.7909 -2.1175 0.9796
H 0.1638 -2.5311 0.0359
H 1.0937 0.2368 -1.3481
H 1.9361 0.6063 0.1842
H -0.2046 1.5174 1.1047
H -1.6656 -0.4987 -0.7178
H -1.7038 -0.4350 1.0697
```

Its total charge is 0. As for the spin multiplicity: 1. The HOMO energy is -9.0966 eV. The HOMO-LUMO gap is 9.8 eV. As for the SMILES: C=C1CC(C#N)C1.

version b (270.1 kJ/mol below the next structure)

Version a
The following is a DFT calculation (ωB97M-V/def2-TZVPD) of a single C6H7N molecule.

The geometry in XYZ format:
```
14
C6H7N (ωB97M-V/def2-TZVPD)
N -0.6246 -3.1264 0.7120
C -0.2935 -2.0120 0.6627
C 0.0945 -0.6078 0.5818
C -1.0990 0.3890 0.5599
C -0.5741 1.5820 -0.2301
C 0.4530 1.1246 -0.9839
C 0.8884 -0.2747 -0.7078
H 0.7152 -0.3882 1.4614
H -1.9472 -0.0586 0.0212
H -1.4686 0.6269 1.5591
H 0.3090 2.1874 0.1308
H 0.9810 1.8098 -1.6411
H 0.5933 -0.8870 -1.5547
H 1.9726 -0.3651 -0.5713
```

Its total charge is 0. As for the spin multiplicity: 1. The HOMO energy is -9.0502 eV. The HOMO-LUMO gap is 9.7 eV. As for the SMILES: N#CC1CC=CC1.

Version b
The following is a DFT calculation (ωB97M-V/def2-TZVPD) of a single C6H7N molecule.

The geometry in XYZ format:
```
14
C6H7N (ωB97M-V/def2-TZVPD)
C -2.2528 -0.9150 -0.6855
C -1.5397 0.1542 -0.5911
C -0.2688 0.2869 0.2989
C 0.4208 -0.6515 1.0946
C 1.7637 -0.2094 1.0800
N 1.8942 0.8491 0.2474
C 0.6457 1.1140 -0.4279
H -3.0909 -0.9403 -1.3797
H -1.6560 -1.6914 -0.2937
H -1.6209 0.8989 -1.3796
H 0.1044 -1.5628 1.6202
H 2.6903 -0.6011 1.6038
H 2.5644 1.5661 0.1517
H 0.3456 1.7024 -1.3392
```

Its total charge is 0. As for the spin multiplicity: 1. The HOMO energy is -8.0447 eV. The HOMO-LUMO gap is 9.0 eV. As for the SMILES: C=Cc1cc[nH]c1.

version b (58.6 kJ/mol below the next structure)

Version a
The following is a DFT calculation (ωB97M-V/def2-TZVPD) of a single C6H7N molecule.

The geometry in XYZ format:
```
14
C6H7N (ωB97M-V/def2-TZVPD)
C 0.8815 0.4366 -2.1333
C 0.3565 0.2865 -0.9411
C 0.9741 0.3106 0.4437
C -0.2065 -0.5182 1.0535
C -0.8107 -0.4967 2.3224
N -0.5372 -1.6658 1.8185
C -1.0260 -0.1426 -0.4938
H 0.2460 0.2095 -2.9448
H 1.8422 0.8081 -2.4494
H 1.9211 -0.2551 0.4777
H 1.0509 1.2830 0.8191
H -1.3039 -0.2224 3.1825
H -1.6347 0.7425 -0.2357
H -1.7532 -0.7761 -0.9193
```

Its total charge is 0. As for the spin multiplicity: 1. The HOMO energy is -8.8612 eV. The HOMO-LUMO gap is 9.9 eV. As for the SMILES: C=C1CC2(C=N2)C1.

Version b
The following is a DFT calculation (ωB97M-V/def2-TZVPD) of a molecular structure, C6H7N.

The geometry in XYZ format:
```
14
C6H7N (ωB97M-V/def2-TZVPD)
C -1.0398 0.2608 1.1136
C 0.4348 0.5476 0.9992
C 1.2414 0.5216 -0.2734
C 0.9365 -0.8871 0.1084
N -0.1293 -1.0591 -0.8217
C -1.1805 -0.1441 -0.3446
C -0.0901 0.6695 -0.9661
H -1.6202 1.1655 1.3413
H -1.3164 -0.5327 1.8231
H 0.9701 0.9221 1.8728
H 2.1819 1.0423 -0.4315
H 1.5935 -1.7031 0.4079
H -2.1559 -0.2642 -0.8191
H -0.2205 1.2452 -1.8834
```

Its total charge is 0. As for the spin multiplicity: 1. The HOMO energy is -7.8431 eV. The HOMO-LUMO gap is 8.9 eV.

version a (112.6 kJ/mol below the next structure)

Version a
The following is a DFT calculation (ωB97M-V/def2-TZVPD) of a single C6H7N molecule.

The geometry in XYZ format:
```
14
C6H7N (ωB97M-V/def2-TZVPD)
C -0.0723 1.9768 0.2779
C -0.3977 0.5281 0.6273
C -0.9745 -0.2636 -0.5943
C -0.1788 -1.5064 -0.6029
N 0.2953 -2.5737 -0.8163
C 0.7693 -0.3078 0.9898
C 1.5496 -1.2710 0.9907
H 0.6796 2.0210 -0.5167
H -0.9700 2.5106 -0.0509
H 0.3337 2.4881 1.1540
H -1.1389 0.5072 1.4342
H -2.0426 -0.4963 -0.5160
H -0.8085 0.2659 -1.5411
H 1.2120 -2.5397 -0.0671
```

Its total charge is 0. As for the spin multiplicity: 1. The HOMO energy is -9.0377 eV. The HOMO-LUMO gap is 9.1 eV.

Version b
The following is a DFT calculation (ωB97M-V/def2-TZVPD) of a single C6H7N molecule.

The geometry in XYZ format:
```
14
C6H7N (ωB97M-V/def2-TZVPD)
C -1.2036 -1.5202 -0.5425
C -0.1754 -0.6996 -0.2624
C 1.1307 -1.0916 0.2173
C 1.7843 0.0211 -0.2438
N 1.0451 1.1848 -0.0778
C -0.2340 0.7380 0.2235
C -1.3072 1.4807 0.5005
H -2.1922 -1.1362 -0.7634
H -1.1086 -2.5975 -0.4623
H 1.5228 -2.0876 0.3560
H 2.8515 0.0939 -0.4134
H 1.4258 2.0067 0.3712
H -2.2917 1.0446 0.6140
H -1.2474 2.5627 0.4831
```

Its total charge is 0. As for the spin multiplicity: 1. The HOMO energy is -7.5338 eV. The HOMO-LUMO gap is 8.3 eV. As for the SMILES: C=c1cc[nH]c1=C.

version b (274.0 kJ/mol below the next structure)